The following is a quantum chemistry calculation of 10 unconnected molecules or ions with the total composition C66H144Cl2N8O8 at a distorted geometry, from the OMol25 dataset.

LUMO level = -0.504 Eh
HOMO = -18.09 eV
Max |F| = 8.94 eV/Å
Total charge = +6

Positions of all 228 atoms, in Å:
C: -23.894 -16.889 16.003
O: -24.835 -17.162 17.057
C: -24.581 -16.425 18.195
C: -24.798 -14.922 18.017
N: -26.115 -14.613 17.234
H: -26.184 -15.242 16.402
H: -26.928 -14.861 17.829
C: -26.138 -13.186 16.700
C: -25.993 -12.189 17.877
O: -26.326 -12.853 19.050
C: -26.696 -11.966 20.128
H: -24.137 -17.406 15.081
H: -22.897 -17.237 16.246
H: -23.867 -15.804 15.755
H: -23.575 -16.614 18.586
H: -25.287 -16.819 18.934
H: -24.058 -14.358 17.411
H: -24.921 -14.437 18.982
H: -27.153 -13.109 16.311
H: -25.378 -13.208 15.906
H: -26.605 -11.281 17.731
H: -24.939 -11.887 17.858
H: -26.777 -12.532 21.027
H: -27.710 -11.616 19.943
H: -26.056 -11.101 20.299
C: -23.359 -23.264 23.771
O: -22.690 -22.011 23.529
C: -21.313 -21.941 23.850
C: -20.653 -21.578 22.571
N: -21.438 -20.439 22.020
H: -22.436 -20.664 21.943
H: -21.397 -19.619 22.611
C: -20.974 -20.108 20.638
C: -21.834 -18.915 20.136
O: -23.121 -19.059 20.634
C: -24.100 -19.579 19.736
H: -22.687 -24.097 23.569
H: -24.218 -23.195 23.115
H: -23.642 -23.258 24.830
H: -20.887 -22.861 24.219
H: -21.090 -21.216 24.629
H: -20.798 -22.406 21.862
H: -19.589 -21.301 22.657
H: -21.070 -21.028 20.070
H: -19.913 -19.879 20.708
H: -21.781 -18.812 19.056
H: -21.448 -18.019 20.652
H: -25.060 -19.397 20.137
H: -23.965 -20.645 19.509
H: -23.998 -19.023 18.804
C: -15.904 -15.734 15.832
C: -15.628 -16.803 16.923
C: -15.576 -18.251 16.392
C: -14.945 -19.248 17.346
C: -13.554 -18.892 17.833
C: -13.470 -17.436 18.402
N: -14.305 -16.484 17.540
O: -13.862 -15.199 17.389
C: -12.046 -16.865 18.377
C: -14.047 -17.199 19.758
C: -16.626 -16.614 18.072
H: -16.047 -14.785 16.330
H: -16.887 -15.857 15.365
H: -15.171 -15.624 15.033
H: -15.191 -18.164 15.370
H: -16.623 -18.522 16.217
H: -15.026 -20.238 16.886
H: -15.673 -19.213 18.142
H: -12.807 -19.058 17.064
H: -13.313 -19.566 18.680
H: -11.468 -17.577 18.968
H: -11.988 -15.955 18.973
H: -11.505 -16.781 17.416
H: -13.367 -17.641 20.509
H: -15.030 -17.663 19.899
H: -14.182 -16.122 20.024
H: -17.599 -16.726 17.623
H: -16.534 -15.646 18.583
H: -16.627 -17.388 18.840
C: -17.241 -17.732 24.890
C: -16.968 -16.676 23.793
C: -17.704 -15.350 24.085
C: -17.033 -14.471 25.151
C: -15.587 -14.111 24.781
C: -14.707 -15.397 24.725
N: -15.447 -16.408 23.840
O: -14.669 -17.192 23.021
C: -14.534 -16.004 26.134
C: -13.345 -15.201 24.064
C: -17.238 -17.250 22.432
H: -16.851 -17.524 25.874
H: -16.911 -18.778 24.714
H: -18.327 -17.766 24.942
H: -18.689 -15.691 24.419
H: -17.760 -14.790 23.097
H: -17.107 -14.987 26.127
H: -17.672 -13.587 25.281
H: -15.154 -13.399 25.513
H: -15.599 -13.608 23.776
H: -15.468 -16.082 26.673
H: -13.975 -15.251 26.668
H: -13.970 -16.942 26.223
H: -13.281 -14.911 23.016
H: -12.821 -16.160 24.166
H: -12.730 -14.522 24.634
H: -16.979 -16.539 21.622
H: -18.344 -17.425 22.361
H: -16.768 -18.246 22.344
C: -21.408 -6.124 13.717
C: -21.951 -7.581 13.539
C: -23.017 -7.729 12.422
C: -23.241 -9.176 11.959
C: -21.942 -9.770 11.404
C: -20.764 -9.829 12.403
N: -20.807 -8.532 13.257
O: -19.658 -8.171 13.819
C: -19.365 -9.988 11.817
C: -21.006 -10.840 13.470
C: -22.379 -8.175 14.855
H: -22.336 -5.571 13.872
H: -20.988 -5.655 12.826
H: -20.751 -5.992 14.589
H: -22.818 -7.027 11.604
H: -23.947 -7.369 12.866
H: -24.064 -9.189 11.264
H: -23.560 -9.843 12.782
H: -21.642 -9.314 10.465
H: -22.068 -10.846 11.163
H: -19.134 -9.259 10.996
H: -19.385 -10.986 11.334
H: -18.501 -10.051 12.494
H: -22.006 -10.914 13.879
H: -20.275 -10.689 14.291
H: -20.805 -11.848 13.090
H: -23.304 -7.718 15.222
H: -21.561 -7.921 15.583
H: -22.501 -9.241 14.860
C: -19.490 -15.135 20.093
C: -19.595 -13.604 20.031
C: -19.465 -12.877 21.371
C: -19.374 -11.341 21.196
C: -18.295 -10.959 20.207
C: -18.446 -11.683 18.777
N: -18.761 -13.128 18.927
O: -18.329 -13.916 18.103
C: -17.158 -11.627 17.995
C: -19.665 -11.175 17.998
C: -21.081 -13.350 19.438
H: -18.450 -15.506 20.172
H: -19.990 -15.649 19.280
H: -20.025 -15.473 20.979
H: -18.670 -13.295 21.980
H: -20.317 -13.040 22.016
H: -19.229 -10.941 22.187
H: -20.300 -10.895 20.836
H: -17.291 -11.006 20.582
H: -18.439 -9.897 19.915
H: -17.302 -11.908 16.938
H: -16.420 -12.327 18.408
H: -16.889 -10.579 17.944
H: -20.424 -10.793 18.664
H: -20.108 -11.836 17.254
H: -19.367 -10.317 17.366
H: -21.347 -12.328 19.460
H: -21.788 -13.910 20.072
H: -21.046 -13.624 18.371
C: -22.749 -11.537 24.637
C: -21.362 -11.828 25.259
C: -21.361 -12.439 26.650
C: -22.254 -13.663 26.671
N: -22.172 -14.552 27.835
C: -23.156 -15.665 27.624
C: -23.420 -16.315 28.971
C: -23.244 -15.165 29.981
C: -22.624 -13.989 29.153
C: -20.779 -15.047 28.053
H: -23.306 -12.479 24.432
H: -22.585 -11.001 23.684
H: -23.338 -10.847 25.272
H: -20.824 -10.864 25.278
H: -20.794 -12.495 24.576
H: -21.781 -11.790 27.430
H: -20.313 -12.552 26.931
H: -22.065 -14.287 25.743
H: -23.293 -13.310 26.610
H: -22.827 -16.339 26.787
H: -24.093 -15.127 27.344
H: -22.771 -17.174 29.225
H: -24.453 -16.699 28.943
H: -22.684 -15.427 30.898
H: -24.228 -14.828 30.288
H: -21.816 -13.457 29.626
H: -23.482 -13.373 28.897
H: -20.863 -15.634 28.964
H: -20.094 -14.252 28.230
H: -20.591 -15.762 27.208
C: -15.874 -8.156 23.173
C: -15.142 -9.494 22.945
C: -13.825 -9.385 22.236
C: -13.366 -10.773 22.235
N: -11.976 -11.068 21.743
C: -11.648 -10.364 20.491
C: -12.449 -11.156 19.370
C: -12.626 -12.568 19.975
C: -11.957 -12.570 21.303
C: -10.905 -10.813 22.800
H: -16.860 -8.169 23.676
H: -15.983 -7.599 22.227
H: -15.300 -7.479 23.795
H: -15.785 -10.049 22.219
H: -15.034 -10.140 23.824
H: -13.111 -8.631 22.577
H: -13.991 -9.143 21.170
H: -14.054 -11.400 21.656
H: -13.307 -11.261 23.210
H: -10.540 -10.438 20.375
H: -11.918 -9.306 20.627
H: -11.835 -11.167 18.486
H: -13.385 -10.662 19.202
H: -11.957 -13.208 19.393
H: -13.636 -12.977 19.890
H: -10.890 -12.743 21.211
H: -12.415 -13.204 22.067
H: -9.974 -11.287 22.515
H: -11.306 -11.234 23.727
H: -10.791 -9.707 22.871
Cl: -22.557 -12.977 16.636
Cl: -16.033 -14.316 21.232